1.
Density functional theory data (ωB97M-V/def2-TZVPD) for a structure of composition C17H18Cl3FN3O10OsSSi.

```
55
Properties=species:S:1:pos:R:3:forces:R:3
Os -1.014 0.916 -0.319 0.0 0.2 0.3
Cl -5.226 -1.531 0.738 0.0 0.0 0.0
C -5.053 0.247 0.607 -0.1 0.0 0.0
Cl -6.242 0.860 -0.543 0.0 0.0 0.0
Cl -5.308 0.980 2.182 0.0 0.0 0.0
C -3.617 0.478 0.084 0.2 -0.1 -0.2
O -2.716 0.678 0.958 -0.1 0.1 -0.3
O -3.385 0.385 -1.123 -0.2 -0.1 0.1
C 1.725 3.410 -2.516 0.0 0.0 0.0
Si 0.926 1.760 -2.848 0.0 0.1 0.1
C -0.696 1.944 -3.735 -0.1 0.0 0.0
C 2.050 0.678 -3.889 0.0 0.0 0.0
N 0.675 0.976 -1.274 0.0 -0.1 -0.1
C 1.809 0.497 -0.552 -0.1 0.0 0.0
C 2.249 1.212 0.559 0.1 0.0 0.1
C 3.315 0.739 1.313 0.0 0.0 0.0
C 3.948 -0.444 0.964 0.0 0.0 0.0
C 3.512 -1.156 -0.147 0.0 0.0 0.0
C 2.449 -0.691 -0.906 0.0 0.0 0.0
H 1.956 3.940 -3.444 0.0 0.0 0.0
H 2.656 3.280 -1.958 0.0 0.0 0.0
H 1.053 4.031 -1.917 0.0 0.0 0.0
H -0.497 2.196 -4.779 0.0 0.0 0.0
H -1.315 2.724 -3.290 0.1 0.0 -0.1
H -1.271 1.013 -3.715 0.0 0.0 0.0
H 2.065 1.073 -4.909 0.0 0.0 0.0
H 1.682 -0.349 -3.933 0.0 0.0 0.0
H 3.076 0.661 -3.518 0.0 0.0 0.0
H 1.726 2.118 0.841 0.0 0.0 0.0
H 3.640 1.296 2.183 0.0 0.0 0.0
H 4.768 -0.821 1.562 0.0 0.0 0.0
H 3.991 -2.090 -0.413 0.0 0.0 0.0
H 2.081 -1.256 -1.752 0.0 0.0 0.0
O -0.707 4.778 -0.099 0.1 -0.1 -0.1
S -1.457 3.623 0.308 -0.2 0.0 0.1
O -1.598 2.646 -0.974 -0.1 0.1 0.1
O -0.668 2.680 1.180 0.1 0.0 0.0
O -2.791 3.854 0.787 0.1 0.0 0.0
F -3.010 -2.167 4.158 0.0 0.0 0.0
C -1.806 -2.539 3.717 0.1 0.0 0.0
C -1.552 -2.678 2.414 0.0 0.0 0.0
N -0.317 -3.078 1.942 0.0 0.1 0.0
C -0.081 -3.196 0.511 0.1 0.1 0.0
C -0.455 -1.962 -0.300 0.0 0.0 0.0
O -0.623 -2.047 -1.495 0.0 -0.1 0.0
O -0.553 -0.871 0.412 0.0 -0.2 0.1
C 0.738 -3.312 2.798 0.1 -0.1 0.0
O 1.844 -3.658 2.432 -0.1 0.0 0.0
N 0.433 -3.146 4.136 0.0 0.0 0.0
C -0.778 -2.781 4.719 0.0 0.0 0.0
O -0.906 -2.701 5.919 0.0 0.0 0.0
H -2.315 -2.473 1.677 0.0 0.0 0.0
H -0.599 -4.057 0.091 0.0 0.0 0.0
H 0.991 -3.347 0.388 0.0 0.0 0.0
H 1.197 -3.319 4.773 0.0 0.0 0.0
```
Positions in Å, forces in eV/Å.

## Properties
charge	-1
expectation value of S²	6.014
ΔE to the lowest compared entry with this formula, charge and spin	1.7	kcal per mole
E_HOMO (alpha / beta)	-6.20 / -6.68	eV
2S+1	5
orbital gap (alpha / beta)	8.56 / 7.68	eV

---

2.
Density functional theory data (ωB97M-V/def2-TZVPD) for an isolated molecule of C17H18ClN3O.

```
40
Properties=species:S:1:pos:R:3:forces:R:3
O -0.322 -0.505 2.298 -0.5 -0.1 0.2
C 0.461 0.061 1.563 0.3 0.3 -0.1
N 0.287 1.353 1.108 0.4 0.0 -0.2
C -0.859 2.136 1.211 -0.4 0.2 0.1
C -0.763 3.484 0.864 0.0 -0.2 0.1
C -1.870 4.308 0.915 -0.1 -0.1 0.0
C -3.089 3.785 1.314 0.1 -0.1 0.0
Cl -4.479 4.813 1.382 -0.2 0.1 0.0
C -3.202 2.448 1.658 0.0 0.2 -0.1
C -2.093 1.625 1.606 0.1 -0.1 0.0
N 1.628 -0.528 1.157 0.1 -0.1 0.0
C 2.436 -0.100 0.032 0.2 0.1 -0.1
C 2.815 -1.333 -0.822 0.0 0.2 0.0
N 1.729 -2.288 -0.796 0.1 -0.2 0.0
C 0.542 -1.869 -1.425 -0.2 0.0 -0.2
C -0.697 -1.809 -0.789 0.2 0.0 0.1
C -1.824 -1.401 -1.481 -0.1 0.0 -0.1
C -1.747 -1.048 -2.815 -0.1 0.0 0.0
C -0.524 -1.118 -3.461 0.0 0.1 0.0
C 0.605 -1.525 -2.778 0.0 0.1 0.0
C 1.668 -2.905 0.515 0.1 -0.1 0.1
C 1.913 -1.866 1.635 -0.1 -0.1 0.2
H 1.098 1.840 0.761 -0.1 -0.2 0.0
H 0.188 3.891 0.551 0.1 0.0 0.0
H -1.788 5.350 0.648 0.0 0.1 0.0
H -4.155 2.050 1.967 -0.1 0.0 0.0
H -2.174 0.588 1.883 0.0 0.0 0.0
H 3.339 0.421 0.378 0.0 0.0 -0.1
H 1.852 0.574 -0.601 0.1 0.0 0.1
H 3.030 -1.014 -1.841 0.1 0.0 0.1
H 3.706 -1.826 -0.424 0.0 0.0 -0.1
H -0.799 -2.051 0.257 0.0 0.0 0.1
H -2.769 -1.348 -0.960 -0.1 0.0 0.0
H -2.628 -0.724 -3.348 -0.1 0.0 0.0
H -0.447 -0.858 -4.507 0.0 0.0 -0.1
H 1.547 -1.593 -3.302 0.1 -0.1 0.0
H 0.710 -3.405 0.635 0.0 0.0 0.0
H 2.452 -3.671 0.554 -0.1 0.0 0.1
H 2.956 -1.893 1.965 -0.1 0.0 0.0
H 1.266 -2.053 2.492 0.2 0.0 -0.1
```
Positions in Å, forces in eV/Å.

## Properties
ΔE to the lowest compared entry with this formula, charge and spin	1.9	kcal per mole
E_HOMO	-7.98	eV
SMILES	O=C(Nc1ccc(Cl)cc1)N1CCN(c2ccccc2)CC1
orbital gap	8.54	eV

---

| no. | electronic energy (eV) |
| --- | --- |
| 1 | -104336.7788 |
| 2 | -36962.1897 |